No. 1
78
Properties=species:S:1:pos:R:3:lowdin_spin:R:1 method="wB97M-V/def2-TZVPD" homo_energy_ha="-0.3649 / -0.4102" multiplicity=6 s2=8.81 relative_energy_kcal_mol=0.00 total_charge=+1
Ir -0.7782 1.0350 -0.9388 2.788
C 4.4852 1.5401 -0.5567 0.000
O 3.5762 2.6558 -0.4887 0.003
C 2.3022 2.3534 -0.7119 0.004
O 1.8770 1.2417 -0.9482 0.048
N 1.5281 3.4732 -0.6598 0.007
N 0.1361 3.3396 -0.7000 0.094
H 5.4694 1.9635 -0.3896 0.000
H 4.4297 1.0736 -1.5380 0.000
H 4.2386 0.8103 0.2120 0.000
H 1.9391 4.3436 -0.3618 0.002
H -0.2442 3.9347 -1.4273 0.003
H -0.2611 3.5811 0.2030 0.003
C 2.4920 -3.2187 4.4249 0.000
C 1.2495 -2.4929 4.9164 0.000
C 1.5130 -1.7940 6.2384 0.000
C 0.2695 -1.0762 6.7248 0.000
C -0.1919 -0.0977 5.6849 0.001
C -0.8741 1.0425 6.0290 0.000
C -1.2853 1.9419 5.0449 0.001
F -1.9617 3.0312 5.4326 0.000
C -1.0162 1.7465 3.7248 0.000
C -0.3123 0.5917 3.3452 0.006
C -0.0147 0.3692 1.9434 0.010
O -0.2605 1.3236 1.1261 0.113
C 0.5518 -0.8680 1.5983 0.004
C 0.9232 -1.7204 2.6196 0.001
N 0.7598 -1.4879 3.9160 0.006
C 0.0901 -0.3312 4.3204 0.002
C 0.8568 -1.3678 0.2097 0.015
O 1.6562 -2.2834 0.0776 0.026
O 0.2279 -0.8428 -0.7864 0.186
H 2.8965 -3.7987 5.2534 0.000
H 3.2546 -2.5091 4.1009 0.000
H 2.2966 -3.9159 3.6134 0.000
H 0.4377 -3.2133 5.0583 0.000
H 2.3365 -1.0847 6.1121 0.000
H 1.8339 -2.5447 6.9599 0.000
H 0.4583 -0.5523 7.6612 0.000
H -0.5225 -1.8054 6.9215 0.000
H -1.1020 1.2555 7.0652 0.000
H -1.3435 2.4504 2.9755 0.000
H 1.3990 -2.6460 2.3347 0.000
C 2.2619 -1.1665 -3.2887 0.003
N 0.8872 -1.5955 -3.4750 0.012
C -0.1945 -0.8209 -3.5008 0.024
Se -0.2984 1.0673 -3.4135 0.244
N -1.2804 -1.6014 -3.5707 0.010
C -0.9027 -2.9344 -3.5292 0.003
C -1.6335 -4.1150 -3.5077 0.001
C -0.9042 -5.2838 -3.4207 0.003
C 0.4986 -5.2775 -3.3569 0.002
C 1.2212 -4.1017 -3.3765 0.001
C 0.4855 -2.9274 -3.4670 0.002
H 2.2865 -0.0809 -3.3007 0.003
H 2.8760 -1.5678 -4.0936 0.000
H 2.6009 -1.5289 -2.3180 0.000
H -2.2162 -1.2313 -3.5182 0.002
H -2.7132 -4.1201 -3.5501 0.000
H -1.4263 -6.2299 -3.3901 0.000
H 1.0240 -6.2192 -3.2830 0.000
H 2.2994 -4.0964 -3.3126 0.000
Br -2.8622 -0.3240 -0.7237 0.352
C -3.2119 3.2242 -0.7646 0.476
C -3.1865 3.2410 -2.1589 0.059
C -2.4126 4.1957 -2.8761 0.121
C -2.3648 4.1921 -4.2481 -0.022
C -3.0907 3.2310 -4.9637 0.137
C -3.8775 2.2909 -4.2879 -0.019
C -3.9329 2.2972 -2.9168 0.127
C -3.0386 3.2218 -6.3974 0.016
N -2.9929 3.2162 -7.5458 0.068
H -3.8720 2.5676 -0.2196 0.021
H -2.6914 3.9910 -0.2040 0.026
H -1.8894 4.9707 -2.3263 0.005
H -1.7865 4.9308 -4.7855 -0.004
H -4.4366 1.5618 -4.8585 -0.004
H -4.5419 1.5759 -2.3913 0.006



No. 2
12
Properties=species:S:1:pos:R:3:nbo_charge:R:1 method="wB97M-V/def2-TZVPD" homo_energy_ha="-0.4721 / -0.4706" relative_energy_kcal_mol=72.29 total_charge=+1
C -2.7901 0.2310 -0.3242 0.677
C 1.0505 0.6424 0.0001 0.650
C -0.1590 0.3054 -0.6384 -0.788
N 1.6733 -0.6777 0.7896 -0.806
O -3.1440 0.0407 0.7398 -0.268
O 1.7047 1.6147 0.1470 -0.488
H -2.9963 0.3734 -1.3697 0.262
H -0.4748 1.0123 -1.3887 0.240
H -0.3661 -0.7337 -0.8249 0.209
H 2.2919 -1.1893 0.1526 0.438
H 0.9627 -1.3128 1.1616 0.429
H 2.2472 -0.3064 1.5551 0.445



No. 3
23
Properties=species:S:1:pos:R:3:nbo_charge:R:1 method="wB97M-V/def2-TZVPD" homo_energy_ha=-0.3330 relative_energy_kcal_mol=44.31 total_charge=0 smiles=Cc1ccccc1.CC
C 2.5771 0.2490 -2.2675 -0.625
C 1.6859 0.6819 -1.1113 -0.045
C 0.8401 1.7706 -1.0438 -0.207
C 0.1458 2.0929 0.0881 -0.209
C 0.2470 1.1966 1.1527 -0.212
C 1.0068 0.0908 1.0544 -0.220
C 1.9101 -0.1081 -0.0075 -0.188
H 3.1428 -0.8079 -2.1600 0.218
H 3.4878 0.8010 -2.3534 0.217
H 2.0120 0.4293 -3.1447 0.217
H 0.8269 2.4348 -1.9538 0.210
H -0.3421 2.9581 0.2469 0.210
H -0.2962 1.3712 2.1687 0.213
H 1.1023 -0.5536 1.8477 0.201
H 2.7117 -0.9405 0.1478 0.218
C -3.0725 -1.2942 1.4361 -0.628
C -2.2265 -1.6069 0.2267 -0.608
H -4.1927 -1.3955 1.5311 0.208
H -2.6783 -1.8873 2.3183 0.197
H -3.0106 -0.3278 1.8916 0.206
H -2.3008 -0.9301 -0.5734 0.208
H -1.1450 -1.5864 0.6218 0.212
H -2.4317 -2.6379 -0.1167 0.206



No. 4
13
Properties=species:S:1:pos:R:3:nbo_charge:R:1 method="wB97M-V/def2-TZVPD" homo_energy_ha=-0.3618 relative_energy_kcal_mol=56.57 total_charge=0 smiles="C[C@H]1CN=CO1"
C -0.3703 0.3777 -1.5644 -0.644
C 0.4393 0.5961 -0.2729 0.087
C -0.5041 0.3574 1.1313 -0.271
N -0.1792 -0.9831 1.5038 -0.434
C 0.8005 -1.4662 0.9217 0.353
O 1.4586 -0.3855 -0.1230 -0.563
H 0.0763 0.7513 -2.5001 0.219
H -0.5192 -0.6992 -1.6954 0.216
H -1.3453 0.8634 -1.4535 0.208
H 0.7875 1.6390 -0.1786 0.187
H -0.1959 1.0111 1.9733 0.209
H -1.6066 0.4330 1.0482 0.209
H 1.1582 -2.4949 1.2094 0.224